## i
This record from OMol25 describes a 3-piece molecular cluster, C3H3NO2S overall. The level of theory is ωB97M-V/def2-TZVPD.

Geometry as ORCA input:
```
! RIJCOSX wB97M-V def2-TZVPD def2/J DEFGRID3
* xyz 0 1
C 0.32 1.53 0.42
C -0.18 2.62 0.37
C 1.86 -1.81 -0.16
N 2.91 -1.57 -0.58
O -0.99 -1.18 0.40
O -2.93 -1.21 -1.01
S -1.83 -0.47 -0.49
H 0.58 0.57 0.50
H -0.65 3.50 0.37
H 0.91 -1.96 0.17
*
```

Output
Frontier orbital gap: 0.353 Eh



## ii
This record from OMol25 describes one molecule with the formula C3H3NO2S. The level of theory is ωB97M-V/def2-TZVPD.

Geometry as ORCA input:
```
! RIJCOSX wB97M-V def2-TZVPD def2/J DEFGRID3
* xyz 0 1
O 2.41 0.85 0.68
C 1.26 1.01 0.30
C 0.10 0.15 0.78
O -1.20 0.76 0.63
N -1.66 0.57 -0.66
C -1.13 -0.49 -1.19
S 0.04 -1.36 -0.28
H 1.09 1.77 -0.44
H 0.22 -0.07 1.86
H -1.34 -0.81 -2.20
*
```

Output
SMILES string: O=C[C@H]1ON=CS1
Frontier orbital gap: 0.342 Eh



## iii
This record from OMol25 describes one molecule with the formula C3H3NO2S. The level of theory is ωB97M-V/def2-TZVPD.

Geometry as ORCA input:
```
! RIJCOSX wB97M-V def2-TZVPD def2/J DEFGRID3
* xyz 0 1
O -2.26 -0.13 0.00
C -1.07 0.11 0.00
C 0.05 -0.92 0.00
C 1.38 -0.24 -0.01
O 2.47 -0.75 0.00
S 1.16 1.54 0.00
N -0.54 1.36 0.00
H -0.04 -1.56 -0.89
H -0.04 -1.58 0.88
H -1.11 2.17 0.01
*
```

Output
SMILES string: O=C1CC(=O)SN1
Frontier orbital gap: 0.353 Eh



Bottom line: iii, by a margin of 0.0985 hartree.